Formula: C30H27FIMgN5O5
Source: OMol25
Level of theory: ωB97M-V/def2-TZVPD

```
70
Properties=species:S:1:pos:R:3:nbo_charge:R:1
Mg -0.26542 0.02332 -0.10874 1.78
C 3.83300 0.76011 1.55852 -0.69
C 2.62603 0.41476 0.74743 0.21
N 1.42615 0.73300 1.04851 -0.34
N 1.13945 1.42785 2.18564 -0.51
C -0.18560 1.61062 2.24702 0.59
O -1.02076 1.26378 1.36419 -0.82
C -0.68825 2.34162 3.44904 -0.06
C -2.03070 2.70290 3.49616 -0.19
C -2.53253 3.38683 4.59326 -0.23
C -1.69501 3.70979 5.65171 -0.20
C -0.35412 3.34839 5.60970 -0.23
C 0.14969 2.66863 4.51228 -0.19
C 2.74056 -0.39110 -0.49857 0.18
C 3.96094 -0.82208 -1.00093 -0.25
C 3.97811 -1.58023 -2.16242 -0.15
C 2.78535 -1.88911 -2.79122 -0.27
C 1.60610 -1.42234 -2.22577 0.08
N 1.58676 -0.69706 -1.11466 -0.53
H 3.52622 1.34509 2.42066 0.26
H 4.55143 1.33625 0.97062 0.22
H 4.34046 -0.14410 1.90324 0.23
H -2.66611 2.43797 2.66203 0.23
H -3.57770 3.66750 4.62391 0.21
H -2.08592 4.24173 6.51006 0.21
H 0.29992 3.59721 6.43586 0.21
H 1.19038 2.38037 4.46382 0.23
H 4.87935 -0.57154 -0.48908 0.22
H 4.91938 -1.92756 -2.56908 0.22
H 2.75820 -2.47968 -3.69574 0.23
H 0.63647 -1.63271 -2.66431 0.23
C -2.72472 -7.17046 0.62900 -0.62
C -3.62155 -6.03074 1.09840 -0.02
C -4.29954 -6.30001 2.43437 -0.40
C -3.26911 -6.40685 3.54972 -0.43
C -2.34096 -5.21964 3.53471 -0.02
C -1.64979 -4.84879 4.66589 -0.24
C -0.80259 -3.74470 4.64312 0.39
F -0.14784 -3.42740 5.77688 -0.32
C -0.63070 -2.98452 3.52411 -0.25
C -1.32558 -3.33965 2.36153 -0.07
C -1.15012 -2.51846 1.15705 0.51
O -0.34630 -1.56548 1.19306 -0.74
C -1.91704 -2.90451 0.01494 -0.33
C -2.69120 -4.02335 0.09532 0.14
N -2.84702 -4.78148 1.19331 -0.35
C -2.17129 -4.45403 2.36211 0.14
C -1.90422 -2.17573 -1.32146 0.80
O -2.34693 -2.77983 -2.29434 -0.69
O -1.43736 -0.98934 -1.31800 -0.89
H -3.29368 -8.09917 0.56768 0.22
H -1.88702 -7.32023 1.31120 0.21
H -2.31725 -6.94994 -0.35778 0.23
H -4.38801 -5.84702 0.34464 0.22
H -4.88468 -7.21706 2.35819 0.22
H -4.99244 -5.48304 2.64887 0.22
H -2.69068 -7.32818 3.43824 0.22
H -3.76294 -6.46866 4.52003 0.23
H -1.76510 -5.40665 5.58705 0.23
H 0.01595 -2.11800 3.51204 0.26
H -3.22489 -4.33767 -0.79404 0.24
N -0.10490 3.47804 -2.72696 -0.80
C -0.00272 2.84847 -1.54325 0.68
O -0.31069 1.66854 -1.43222 -0.68
C 0.58946 3.62720 -0.39626 -0.62
I -0.46201 5.43242 0.03004 0.11
H -0.54904 2.98192 -3.48186 0.41
H -0.02373 4.47864 -2.78258 0.40
H 1.61192 3.91554 -0.62767 0.25
H 0.56770 3.03493 0.50619 0.27
```

Relative energy (zero: lowest compared OMol25 entry of this formula, charge and spin) in kJ/mol: 3.8
HOMO in eV: -7.69
LUMO energy in eV: 0.176
Multiplicity: 1
Maximum force in Eh/bohr: 0.003